No. 1
20
Properties=species:S:1:pos:R:3:forces:R:3 method="wB97M-V/def2-TZVPD" gap_ha=0.3508 total_charge=+1 e_homo_ev=-14.255 total_energy_ev=-13899.1668
C -1.699 1.572 -0.332 -0.4 0.6 -2.9
C -0.951 0.690 1.639 3.2 -1.3 -2.2
C -3.298 1.514 1.495 1.0 -1.0 0.8
C 3.283 -2.359 -0.550 -0.7 1.8 2.1
C -2.083 1.252 0.936 -2.7 1.2 2.0
N -1.331 1.714 -1.404 -0.9 0.4 1.6
N 1.342 -1.192 -0.448 1.3 -0.7 0.7
N 0.530 -0.369 -0.749 -1.6 1.3 -1.8
O 0.574 0.231 -2.059 -0.6 0.0 1.7
O 2.367 -1.456 -1.301 -0.5 -0.8 1.1
H -1.331 0.107 2.411 0.1 -0.5 2.1
H -0.419 -0.045 0.927 -1.2 0.9 1.3
H -0.116 1.425 1.731 -0.9 -0.4 1.0
H 1.257 -0.225 -2.501 1.7 -0.9 -1.3
H -4.185 1.951 1.124 -0.4 0.6 -1.3
H -3.527 1.192 2.527 0.8 0.0 -0.5
H 4.171 -1.750 -0.482 0.4 -0.2 0.4
H 3.449 -3.171 -1.139 0.4 -2.2 -1.8
H 2.907 -2.743 0.479 0.3 1.2 -1.9
H -0.940 1.663 -2.303 0.6 0.0 -1.2

***

No. 2
44
Properties=species:S:1:pos:R:3:forces:R:3 method="wB97M-V/def2-TZVPD" gap_ha=0.3617 e_homo_ev=-9.231 total_energy_ev=-37370.0796 smiles="Cc1ccc(S(=O)(=O)N2CCN(Cc3cccnc3)CC2)cc1"
C 3.869 3.400 3.121 -0.1 0.0 0.0
C 3.602 2.494 1.959 0.0 0.0 -0.1
C 3.396 3.013 0.685 0.0 -0.1 0.0
C 3.143 2.174 -0.387 0.0 0.1 -0.1
C 3.100 0.809 -0.182 -0.1 -0.4 -0.6
S 2.741 -0.276 -1.561 -0.2 -0.1 -0.1
O 3.078 0.400 -2.778 -0.1 0.3 0.2
O 3.301 -1.568 -1.298 -0.1 0.1 0.3
N 1.087 -0.458 -1.556 1.0 0.0 -0.2
C 0.506 -1.245 -0.499 -0.2 -0.5 0.4
C -0.884 -1.693 -0.940 0.2 0.0 0.2
N -1.704 -0.528 -1.234 -0.1 0.0 -0.1
C -3.066 -0.911 -1.571 0.0 0.1 0.0
C -3.776 -1.510 -0.391 -0.1 -0.1 0.1
C -3.699 -0.915 0.864 -0.1 -0.1 -0.1
C -4.380 -1.487 1.925 0.0 0.0 -0.1
C -5.119 -2.638 1.689 0.0 0.1 0.2
N -5.199 -3.213 0.502 -0.3 -0.4 0.0
C -4.543 -2.664 -0.505 0.2 0.3 -0.2
C -1.094 0.255 -2.296 0.2 0.1 0.1
C 0.300 0.707 -1.869 -0.3 0.5 -0.3
C 3.297 0.270 1.075 0.0 -0.1 0.1
C 3.548 1.115 2.141 0.0 0.0 -0.1
H 4.609 2.963 3.787 0.1 0.0 0.1
H 2.953 3.552 3.693 0.0 0.1 0.1
H 4.224 4.370 2.785 0.0 0.1 0.0
H 3.441 4.081 0.529 0.0 0.1 0.0
H 3.003 2.555 -1.386 0.0 0.1 -0.1
H 1.158 -2.102 -0.334 -0.2 0.0 0.1
H 0.423 -0.658 0.430 0.0 -0.1 0.0
H -1.360 -2.262 -0.138 0.1 0.0 -0.1
H -0.784 -2.344 -1.825 0.0 0.0 0.0
H -3.097 -1.617 -2.420 0.0 0.1 0.0
H -3.599 -0.002 -1.873 0.1 -0.1 -0.1
H -3.105 -0.022 0.992 0.1 0.1 0.0
H -4.341 -1.052 2.912 0.0 0.0 0.1
H -5.671 -3.124 2.482 0.0 0.0 0.1
H -4.638 -3.174 -1.455 0.1 0.0 -0.2
H -1.718 1.131 -2.487 0.0 0.0 0.0
H -1.007 -0.329 -3.228 0.0 0.0 0.0
H 0.803 1.231 -2.682 -0.2 0.1 0.0
H 0.217 1.372 -0.994 0.0 0.0 -0.1
H 3.275 -0.801 1.193 0.0 -0.1 0.1
H 3.713 0.702 3.126 0.0 -0.1 0.1

***

No. 3
34
Properties=species:S:1:pos:R:3:forces:R:3 method="wB97M-V/def2-TZVPD" gap_ha=0.2971 e_homo_ev=-9.323 total_energy_ev=-47977.8391
C 3.535 2.178 -3.490 0.9 -0.8 0.0
C 2.917 1.582 -2.274 1.0 1.1 2.5
C 3.161 1.992 -0.978 -0.8 -0.5 -3.1
Cl 4.309 3.301 -0.633 -0.9 -0.8 0.2
C 2.327 1.363 0.069 2.3 -1.0 2.1
C 2.873 0.440 0.938 0.0 1.7 -2.0
Cl 4.600 0.046 0.828 -1.7 0.2 0.3
C 1.993 -0.356 1.808 1.1 -2.2 1.6
O 2.493 -1.371 2.309 -1.4 1.4 -0.5
C 0.573 0.072 2.056 0.9 -2.0 0.5
C -0.058 -0.322 3.418 0.0 -0.7 -2.1
C -0.546 -0.966 2.085 0.7 0.1 1.0
C -1.750 -0.344 1.379 0.9 -0.7 -0.6
C -1.955 -0.934 -0.014 0.7 -0.5 -0.7
C -3.012 -0.517 2.178 -0.2 1.7 1.1
O -1.369 1.032 1.216 0.9 0.9 -0.3
C 0.058 1.282 1.393 -1.4 0.2 1.5
O 0.142 2.334 2.338 0.5 0.0 -0.4
C 0.895 1.682 0.153 -2.3 0.5 -1.7
O 0.338 2.238 -0.783 0.5 -0.4 1.1
H 4.116 1.395 -4.033 -0.4 0.5 0.3
H 2.754 2.516 -4.148 -0.3 0.2 -0.4
H 4.211 3.004 -3.250 -0.2 -0.2 -0.1
H 2.255 0.727 -2.396 -0.1 0.3 0.0
H 0.587 -0.934 4.075 -0.6 0.5 -0.5
H -0.697 0.443 3.836 0.1 0.0 0.2
H -0.371 -2.032 1.902 0.3 0.5 0.1
H -2.163 -2.011 0.032 0.0 0.2 0.1
H -2.765 -0.470 -0.590 0.1 0.1 0.5
H -1.045 -0.816 -0.630 -0.3 0.0 0.3
H -2.808 -0.204 3.235 -0.5 -0.2 -0.9
H -3.392 -1.526 2.193 0.2 -0.4 -0.2
H -3.788 0.125 1.735 0.1 -0.1 0.3
H -0.426 3.041 2.032 -0.2 0.4 -0.2

***

No. 4
15
Properties=species:S:1:pos:R:3:forces:R:3 method="wB97M-V/def2-TZVPD" gap_ha=0.3122 e_homo_ev=-7.983 total_energy_ev=-10203.7456
C 0.181 0.107 0.038 -1.7 -4.2 -1.5
C -0.106 -1.491 0.079 -0.9 1.7 -0.6
H -0.565 2.750 -0.571 -0.9 -2.2 1.1
H -0.377 2.070 0.940 -1.1 0.8 -0.8
H -2.065 0.166 -0.588 5.2 1.9 2.3
H 0.462 -1.954 -0.820 -1.8 0.5 1.2
H 0.246 -2.029 0.995 -0.6 0.8 -0.7
H -2.057 -2.230 -0.616 1.3 3.3 3.3
H 3.235 0.143 -0.931 -3.3 -2.4 3.5
H 3.046 -0.259 0.990 -2.4 -0.7 -4.2
N -1.040 2.033 0.120 1.8 4.3 0.8
N -0.974 0.728 -0.186 -4.5 -1.5 -2.3
N 1.305 0.686 0.006 2.5 -1.2 0.2
N 2.371 -0.455 -0.076 4.4 4.7 1.3
O -1.753 -1.412 0.106 1.9 -6.0 -3.6

***

No. 5
22
Properties=species:S:1:pos:R:3:forces:R:3 method="wB97M-V/def2-TZVPD" gap_ha=0.3623 total_charge=-1 e_homo_ev=-6.406 total_energy_ev=-20111.6170
N -0.122 -0.666 0.526 0.2 1.3 -0.2
O -0.140 0.551 0.865 -0.2 -0.4 1.3
O -0.149 -1.630 1.249 -0.2 -0.8 2.9
O -0.054 -0.894 -0.649 -0.1 -0.3 -4.4
O -1.428 3.020 0.130 -0.5 0.6 -0.1
H -0.692 3.254 0.695 0.2 -0.1 0.0
H -1.391 2.066 0.070 0.3 -0.5 0.0
O -2.493 -0.357 -2.613 -0.4 0.2 -0.3
H -1.692 -0.680 -3.026 0.3 -0.1 0.0
H -2.580 -0.880 -1.816 0.2 -0.1 0.3
O 2.223 1.963 1.543 0.7 0.4 0.1
H 1.386 1.659 1.191 -0.6 -0.4 -0.1
H 1.994 2.406 2.360 0.0 0.0 0.2
O 0.908 -2.926 -2.398 0.1 -0.6 -0.6
H 1.613 -2.344 -2.684 0.1 0.2 0.0
H 0.326 -2.365 -1.886 -0.1 0.3 0.7
O -0.345 -1.742 3.963 0.0 -0.2 1.1
H -1.285 -1.720 3.781 -0.1 0.0 -0.2
H 0.068 -1.646 3.105 -0.1 0.1 -0.7
O 1.523 1.237 -1.636 0.6 0.5 -0.6
H 1.610 0.832 -0.773 -0.2 -0.1 0.1
H 0.720 0.861 -1.997 -0.3 -0.2 0.3

***

No. 6
51
Properties=species:S:1:pos:R:3:forces:R:3 method="wB97M-V/def2-TZVPD" gap_ha=0.3459 e_homo_ev=-8.757 total_energy_ev=-42224.7561 smiles="CC(C)OCCCNC(=O)CN1CCN(Cc2ccc(Cl)cc2)C1=O"
C 0.180 -1.787 -1.617 -0.2 0.2 0.3
C 0.218 -1.447 -0.128 0.5 -0.1 -0.1
C 1.200 -2.351 0.621 -0.4 0.3 -0.1
O -1.067 -1.426 0.486 -0.2 0.0 0.0
C -1.825 -2.617 0.409 -0.1 -0.1 0.2
C -3.224 -2.349 0.961 0.3 0.2 -0.4
C -4.084 -1.503 0.018 0.0 -0.3 0.2
N -3.628 -0.138 -0.094 -0.3 0.0 0.3
C -2.931 0.315 -1.158 -0.1 0.6 0.2
O -2.740 -0.342 -2.157 0.2 -0.2 -0.4
C -2.465 1.769 -1.014 0.1 0.0 -0.3
N -1.279 1.893 -0.212 -0.1 -0.4 0.1
C -1.250 1.655 1.213 -0.1 0.0 0.2
C 0.186 2.045 1.596 0.1 -0.1 0.2
N 0.654 2.760 0.431 -0.1 0.1 0.2
C 2.053 3.074 0.256 -0.1 0.0 -0.2
C 2.877 1.831 0.030 0.0 0.1 0.1
C 2.846 1.206 -1.212 0.0 0.0 0.1
C 3.555 0.040 -1.433 0.1 -0.1 0.0
C 4.295 -0.511 -0.398 -0.1 0.2 0.1
Cl 5.183 -1.974 -0.665 0.1 -0.1 0.0
C 4.331 0.091 0.849 0.1 -0.1 -0.1
C 3.620 1.261 1.055 0.0 0.1 -0.1
C -0.174 2.568 -0.649 0.0 0.2 0.2
O 0.028 2.961 -1.776 0.2 0.1 -0.5
H 0.076 -2.858 -1.778 0.0 -0.1 -0.1
H 1.108 -1.460 -2.076 0.1 0.0 -0.1
H -0.648 -1.271 -2.098 0.0 0.0 -0.1
H 0.549 -0.407 -0.024 0.0 -0.1 0.0
H 0.950 -3.400 0.478 0.0 -0.1 0.0
H 1.182 -2.128 1.686 0.0 0.0 0.1
H 2.204 -2.182 0.246 0.1 0.0 0.0
H -1.347 -3.409 1.005 0.0 0.0 -0.1
H -1.905 -2.957 -0.629 0.0 0.0 0.0
H -3.133 -1.847 1.927 0.0 -0.1 0.1
H -3.722 -3.307 1.118 0.0 0.0 0.1
H -5.120 -1.497 0.374 0.1 0.0 -0.1
H -4.055 -1.923 -0.990 -0.1 0.0 0.1
H -3.671 0.426 0.740 0.0 0.1 -0.1
H -2.202 2.146 -2.006 -0.2 -0.1 0.1
H -3.282 2.375 -0.593 0.1 0.0 0.0
H -1.449 0.603 1.430 0.0 0.1 0.1
H -1.990 2.288 1.725 0.0 0.0 0.0
H 0.222 2.693 2.478 0.0 -0.1 0.0
H 0.802 1.158 1.791 -0.1 0.0 0.0
H 2.399 3.617 1.141 0.0 0.0 -0.1
H 2.112 3.726 -0.619 0.1 0.0 0.2
H 2.256 1.638 -2.006 -0.1 0.1 -0.1
H 3.542 -0.437 -2.400 0.0 -0.1 -0.1
H 4.909 -0.349 1.646 0.1 -0.1 0.0
H 3.653 1.737 2.025 0.0 0.1 0.1